C21H9I2IrN6O8Se as an isolated structure, computed with ωB97M-V with the def2-TZVPD basis set.

Results
Gap between HOMO and LUMO (alpha / beta): 4.476 / 4.788 eV
Spin multiplicity: 5
E_HOMO (alpha / beta): -6.47 / -8.75 eV
⟨S²⟩: 6.087
LUMO (alpha / beta): -1.998 / -3.963 eV

Geometry (Å):
Ir: 0.333 0.427 0.093
I: -2.577 -4.196 -0.067
C: -1.969 -3.030 1.539
C: -2.318 -3.350 2.838
C: -1.908 -2.551 3.890
I: -2.464 -3.140 5.816
C: -1.136 -1.366 3.679
C: -0.719 -0.494 4.698
C: 0.000 0.631 4.373
C: 0.334 0.873 3.047
N: -0.024 0.050 2.070
C: -0.770 -1.042 2.359
C: -1.184 -1.870 1.234
O: -0.873 -1.573 0.060
H: -2.915 -4.231 3.025
H: -0.967 -0.710 5.727
H: 0.317 1.326 5.136
H: 0.911 1.742 2.755
O: -0.509 0.625 -3.826
C: -0.416 1.033 -2.691
O: 0.536 0.728 -1.859
C: -1.433 2.087 -2.216
C: -2.001 2.856 -3.203
C: -2.877 3.887 -2.884
C: -3.224 4.130 -1.573
C: -2.708 3.330 -0.578
C: -1.781 2.271 -0.850
O: -1.332 1.540 0.126
N: -3.142 3.626 0.788
O: -3.166 2.734 1.617
O: -3.569 4.751 0.996
N: -3.437 4.715 -3.946
O: -3.083 4.489 -5.089
O: -4.220 5.593 -3.625
H: -1.757 2.662 -4.236
H: -3.909 4.925 -1.321
Se: 3.554 3.274 0.771
N: 4.892 2.139 0.474
C: 4.379 0.931 0.270
C: 5.049 -0.259 -0.064
C: 4.285 -1.411 -0.266
C: 2.911 -1.401 -0.138
N: 2.238 -0.276 0.209
C: 2.942 0.864 0.381
N: 2.288 1.981 0.651
H: 6.123 -0.254 -0.177
H: 4.763 -2.341 -0.539
H: 2.316 -2.287 -0.317


C22H11Cl5N3O4PtS2 as an isolated structure, computed with ωB97M-V with the def2-TZVPD basis set.

Results
Gap between HOMO and LUMO: 6.469 eV
E_HOMO: -5.04 eV
Total charge: -1
LUMO: 1.427 eV

Geometry (Å):
Pt: 1.367 1.330 -0.241
S: 3.887 1.042 -0.319
C: 3.525 -0.626 -0.180
N: 2.320 -1.015 0.048
C: 2.216 -2.391 0.137
C: 1.057 -3.125 0.380
C: 1.125 -4.507 0.417
C: 2.336 -5.178 0.231
C: 3.502 -4.466 -0.004
C: 3.429 -3.080 -0.046
S: 4.705 -1.927 -0.326
H: 0.119 -2.609 0.538
H: 0.220 -5.077 0.587
H: 2.367 -6.260 0.272
H: 4.447 -4.972 -0.160
C: -2.730 3.721 0.304
C: -1.582 3.213 -0.439
N: -0.683 2.796 -1.016
H: -3.159 4.573 -0.219
H: -2.412 4.033 1.298
H: -3.482 2.940 0.402
Cl: 1.725 2.859 2.670
C: 2.183 3.772 1.270
C: 1.983 3.184 0.028
C: 2.353 3.945 -1.093
Cl: 2.167 3.272 -2.676
C: 2.892 5.224 -0.970
Cl: 3.317 6.136 -2.372
C: 3.090 5.774 0.296
Cl: 3.774 7.352 0.462
C: 2.742 5.038 1.421
Cl: 3.006 5.696 2.996
O: -0.802 0.554 0.904
C: -0.971 -0.130 -0.132
O: -0.200 -0.122 -1.128
C: -2.178 -1.042 -0.202
C: -3.044 -1.129 0.883
C: -4.123 -1.996 0.854
C: -4.325 -2.770 -0.276
C: -3.480 -2.693 -1.371
C: -2.401 -1.826 -1.327
N: -5.455 -3.708 -0.308
O: -6.170 -3.777 0.675
O: -5.623 -4.371 -1.314
H: -2.838 -0.516 1.751
H: -4.805 -2.080 1.686
H: -3.678 -3.312 -2.234
H: -1.712 -1.748 -2.157


C22H12N7S2Sr as an isolated structure, computed with ωB97M-V with the def2-TZVPD basis set.

Results
Gap between HOMO and LUMO: 5.667 eV
E_HOMO: -4.01 eV
Total charge: -1
LUMO: 1.654 eV

Geometry (Å):
Sr: -0.726 -1.100 -0.237
C: 4.407 -1.032 -0.194
C: 4.640 -1.324 1.146
C: 3.581 -1.396 2.028
C: 2.293 -1.149 1.545
N: 2.066 -0.887 0.240
C: 3.099 -0.834 -0.599
N: 1.146 -1.251 2.306
C: 0.332 -0.246 2.303
N: -1.017 -0.426 2.304
C: -1.569 0.702 1.799
N: -2.741 0.691 1.244
C: -2.939 1.499 0.143
C: -3.984 2.419 0.020
C: -4.103 3.129 -1.158
C: -3.208 2.899 -2.198
C: -2.228 1.942 -2.013
N: -2.089 1.259 -0.878
C: -0.546 1.796 1.713
C: -0.616 3.142 1.403
C: 0.567 3.871 1.417
C: 1.781 3.263 1.724
C: 1.846 1.908 2.027
C: 0.665 1.189 2.022
H: 5.214 -0.991 -0.911
H: 5.649 -1.504 1.497
H: 3.718 -1.633 3.074
H: 2.839 -0.648 -1.636
H: -4.665 2.559 0.848
H: -4.897 3.857 -1.273
H: -3.287 3.427 -3.138
H: -1.532 1.677 -2.802
H: -1.556 3.614 1.150
H: 0.547 4.927 1.178
H: 2.687 3.854 1.716
H: 2.793 1.435 2.252
S: 0.201 -0.778 -2.965
C: 0.422 -2.480 -3.301
C: 1.405 -2.744 -4.312
N: 2.203 -2.907 -5.128
C: -0.224 -3.545 -2.734
S: -1.468 -3.530 -1.502
C: 0.109 -4.861 -3.198
N: 0.355 -5.931 -3.546


C22H13BMnN7O12S as an isolated structure, computed with ωB97M-V with the def2-TZVPD basis set.

Results
Gap between HOMO and LUMO (alpha / beta): 4.078 / 5.354 eV
Spin multiplicity: 2
E_HOMO (alpha / beta): -5.70 / -5.70 eV
⟨S²⟩: 0.892
Total charge: -1
LUMO (alpha / beta): -1.617 / -0.342 eV

Geometry (Å):
Mn: -1.680 -0.253 0.277
O: -1.091 -3.933 -1.297
C: -1.278 -2.731 -1.238
O: -1.590 -2.102 -0.151
C: -1.200 -1.906 -2.503
C: -1.161 -2.578 -3.712
C: -1.121 -1.865 -4.897
C: -1.133 -0.484 -4.921
C: -1.179 0.182 -3.718
C: -1.171 -0.500 -2.483
O: -1.079 0.184 -1.372
N: -1.237 1.651 -3.769
O: -1.844 2.238 -2.895
O: -0.772 2.184 -4.757
N: -1.071 -2.587 -6.174
O: -1.092 -3.801 -6.138
O: -1.024 -1.927 -7.195
H: -1.163 -3.658 -3.709
H: -1.117 0.063 -5.852
N: -7.423 2.095 -0.775
C: -6.661 1.224 -0.763
N: -5.875 0.173 -0.778
C: -4.682 0.080 -0.378
N: -3.584 -0.134 -0.030
N: -1.733 1.807 0.544
C: -0.563 2.561 0.944
C: 0.698 2.112 0.580
C: 1.821 2.816 0.989
C: 1.678 3.955 1.765
C: 0.415 4.412 2.116
C: -0.707 3.717 1.699
S: 3.110 4.819 2.373
O: 3.209 4.480 3.788
O: 4.244 4.327 1.606
O: 2.851 6.236 2.169
H: -1.971 2.023 -0.428
H: -2.533 2.083 1.105
H: 0.795 1.222 -0.026
H: 2.816 2.490 0.716
H: 0.322 5.312 2.709
H: -1.696 4.066 1.971
O: 1.502 -2.312 1.303
B: 0.839 -1.456 2.147
O: 1.446 -1.328 3.377
C: 2.542 -2.169 3.299
C: 3.494 -2.427 4.257
C: 4.490 -3.335 3.903
C: 4.511 -3.942 2.651
C: 3.541 -3.669 1.690
C: 2.567 -2.768 2.051
H: 3.467 -1.947 5.225
H: 5.264 -3.572 4.620
H: 5.302 -4.642 2.416
H: 3.542 -4.131 0.713
N: -1.610 -0.627 2.190
C: -0.457 -0.709 1.710
H: -1.965 -1.021 3.056


C22H13BrCl2N6O8V as an isolated structure, computed with ωB97M-V with the def2-TZVPD basis set.

Results
Gap between HOMO and LUMO (alpha / beta): 6.272 / 6.682 eV
Spin multiplicity: 4
E_HOMO (alpha / beta): -7.26 / -7.70 eV
⟨S²⟩: 3.762
LUMO (alpha / beta): -0.991 / -1.020 eV

Geometry (Å):
V: 0.456 0.586 -0.800
Cl: 0.766 -2.699 2.940
C: 2.066 -2.082 1.976
C: 3.384 -2.455 2.276
C: 4.437 -1.981 1.547
Cl: 6.057 -2.469 1.953
C: 4.220 -1.091 0.470
C: 5.231 -0.523 -0.336
C: 4.892 0.348 -1.332
C: 3.540 0.661 -1.543
N: 2.570 0.138 -0.828
C: 2.890 -0.730 0.180
C: 1.765 -1.231 0.925
O: 0.575 -0.846 0.597
H: 3.558 -3.127 3.105
H: 6.265 -0.778 -0.147
H: 5.648 0.803 -1.957
H: 3.248 1.354 -2.323
C: -4.207 -0.771 -3.305
C: -2.806 -1.275 -3.100
C: -2.392 -2.537 -3.502
C: -1.088 -2.937 -3.272
C: -0.239 -2.057 -2.627
Br: 1.544 -2.611 -2.340
N: -0.603 -0.849 -2.210
C: -1.868 -0.478 -2.464
H: -4.845 -1.547 -3.725
H: -4.218 0.081 -3.986
H: -4.637 -0.438 -2.360
H: -3.085 -3.209 -3.993
H: -0.729 -3.908 -3.576
H: -2.156 0.499 -2.098
N: 0.344 2.633 -3.462
C: 0.380 1.936 -2.535
H: 0.316 3.244 -4.249
O: -1.053 2.384 5.975
N: -2.044 2.101 5.330
O: -3.168 2.008 5.784
C: -1.875 1.880 3.900
C: -0.621 1.978 3.345
C: -0.483 1.796 1.987
C: -1.565 1.434 1.099
O: -1.408 1.106 -0.104
C: -2.840 1.387 1.772
C: -2.984 1.579 3.118
N: -4.053 1.049 1.018
O: -4.075 1.269 -0.177
O: -4.992 0.597 1.647
N: 0.858 1.958 1.450
O: 1.814 1.713 2.126
O: 0.936 2.410 0.297
H: 0.235 2.204 3.964
H: -3.960 1.490 3.573


C22H14BrF6MoN5O6S2 as an isolated structure, computed with ωB97M-V with the def2-TZVPD basis set.

Results
Gap between HOMO and LUMO (alpha / beta): 6.493 / 6.540 eV
Spin multiplicity: 4
E_HOMO (alpha / beta): -10.25 / -10.39 eV
⟨S²⟩: 3.769
Total charge: +1
LUMO (alpha / beta): -3.762 / -3.853 eV

Geometry (Å):
Mo: 1.363 -1.523 0.001
F: 6.821 -1.358 -1.911
C: 5.549 -1.058 -2.094
F: 5.024 -1.863 -3.009
F: 5.423 0.200 -2.480
S: 4.645 -1.267 -0.496
O: 3.239 -1.066 -0.917
O: 5.191 -0.350 0.430
N: 4.921 -2.771 -0.132
S: 3.854 -3.882 0.034
O: 2.515 -3.347 0.377
O: 4.300 -4.953 0.842
C: 3.539 -4.586 -1.649
F: 2.773 -3.744 -2.350
F: 2.883 -5.738 -1.513
F: 4.672 -4.790 -2.289
Br: -6.479 9.203 0.266
C: -5.321 7.716 0.211
C: -5.584 6.683 -0.672
C: -4.732 5.590 -0.706
C: -3.631 5.545 0.136
C: -3.371 6.588 1.023
C: -4.220 7.676 1.059
N: -2.820 4.377 0.024
N: -1.795 4.397 0.721
C: -0.968 3.252 0.681
C: 0.269 3.453 1.254
C: 1.262 2.461 1.319
C: 0.969 1.219 0.827
O: 1.816 0.187 0.832
C: -0.279 0.984 0.216
N: -0.411 -0.278 -0.283
C: -1.555 -0.626 -0.848
C: -2.620 0.269 -0.949
C: -2.494 1.550 -0.468
C: -1.284 1.966 0.132
H: -6.444 6.731 -1.325
H: -4.914 4.770 -1.388
H: -2.511 6.534 1.674
H: -4.035 8.493 1.743
H: 0.470 4.435 1.660
H: 2.226 2.658 1.766
H: -1.634 -1.638 -1.220
H: -3.538 -0.066 -1.411
H: -3.313 2.246 -0.551
O: -0.120 -2.938 -0.115
N: -0.050 -4.165 0.442
C: 0.018 -5.217 -0.382
C: 0.090 -6.488 0.140
C: 0.095 -6.660 1.515
C: 0.018 -5.549 2.340
C: -0.057 -4.296 1.776
H: 0.024 -4.979 -1.435
H: 0.152 -7.328 -0.536
H: 0.161 -7.652 1.941
H: 0.018 -5.639 3.416
H: -0.119 -3.372 2.332


C22H14Co2O7S as an isolated structure, computed with ωB97M-V with the def2-TZVPD basis set.

Results
Gap between HOMO and LUMO: 6.153 eV
E_HOMO: -7.78 eV
LUMO: -1.630 eV

Geometry (Å):
C: -5.366 1.580 -3.678
O: -4.869 0.233 -3.523
C: -3.544 0.045 -3.294
C: -3.097 -1.295 -3.167
C: -1.790 -1.557 -2.821
C: -0.917 -0.489 -2.508
S: 0.594 -0.958 -1.658
C: -1.322 0.844 -2.739
C: -2.632 1.104 -3.116
H: -6.420 1.437 -3.916
H: -5.259 2.154 -2.749
H: -4.861 2.111 -4.495
H: -3.823 -2.087 -3.326
H: -1.437 -2.577 -2.649
H: -0.624 1.660 -2.566
H: -3.000 2.119 -3.224
O: -1.856 -1.408 2.659
C: -1.159 -1.197 1.760
Co: -0.323 -0.849 0.258
C: -0.313 -2.611 0.061
O: -0.418 -3.746 -0.124
C: -0.465 0.907 0.212
O: -0.716 2.031 0.236
C: 2.123 -0.273 1.392
C: 1.718 0.535 2.490
C: 1.687 1.951 2.333
C: 1.483 2.748 3.459
C: 1.268 2.165 4.718
C: 1.259 0.772 4.850
C: 1.447 -0.062 3.752
C: 2.378 -1.571 1.076
C: 2.058 -2.887 1.189
Co: 3.322 -0.462 0.083
C: 2.944 0.998 -0.825
O: 2.925 1.982 -1.436
C: 3.337 -1.734 -1.123
O: 3.422 -2.637 -1.849
C: 5.021 -0.212 0.627
O: 6.129 -0.100 0.956
H: 1.859 2.374 1.329
H: 1.480 3.829 3.344
H: 1.104 2.786 5.601
H: 1.084 0.352 5.837
H: 1.422 -1.152 3.817
H: 2.727 -3.624 0.738
H: 1.418 -3.227 2.008


C22H14IIrN3O4S as an isolated structure, computed with ωB97M-V with the def2-TZVPD basis set.

Results
Gap between HOMO and LUMO (alpha / beta): 7.568 / 6.438 eV
Spin multiplicity: 2
E_HOMO (alpha / beta): -8.44 / -8.46 eV
⟨S²⟩: 0.755
LUMO (alpha / beta): -0.872 / -2.021 eV

Geometry (Å):
Ir: 0.500 -0.390 0.124
O: -0.803 -1.362 -0.910
C: -2.028 -1.635 -0.425
C: -2.609 -2.845 -0.806
C: -3.878 -3.160 -0.376
C: -4.604 -2.279 0.428
C: -4.043 -1.078 0.792
C: -2.746 -0.736 0.385
C: -2.220 0.568 0.707
N: -1.013 0.913 0.450
N: -0.695 2.262 0.564
C: 0.593 2.413 0.503
O: 1.418 1.421 0.335
C: 1.191 3.758 0.634
C: 0.379 4.886 0.708
C: 0.955 6.140 0.822
C: 2.337 6.270 0.865
C: 3.147 5.146 0.792
C: 2.576 3.888 0.673
H: -2.029 -3.512 -1.427
H: -4.318 -4.106 -0.663
H: -5.600 -2.543 0.756
H: -4.594 -0.375 1.406
H: -2.860 1.347 1.109
H: -0.695 4.771 0.674
H: 0.327 7.019 0.878
H: 2.783 7.252 0.958
H: 4.223 5.247 0.825
H: 3.196 3.005 0.612
S: 0.213 -3.696 3.055
C: 0.003 -2.342 2.261
N: -0.237 -1.328 1.690
I: 9.136 0.661 -1.008
C: 7.117 0.205 -0.807
C: 6.678 -0.472 0.323
C: 5.329 -0.750 0.464
C: 4.432 -0.370 -0.528
C: 4.880 0.300 -1.662
C: 6.226 0.591 -1.801
C: 2.986 -0.621 -0.366
O: 2.402 -0.922 0.728
O: 2.257 -0.487 -1.386
H: 7.382 -0.774 1.086
H: 4.964 -1.264 1.344
H: 4.167 0.586 -2.421
H: 6.580 1.113 -2.679


no.,largest force on an atom (eV/Å),energy (Eh)
1,1.6,-4837.013808
2,2.8,-4526.873772
3,0.6,-2056.137058
4,2.4,-3706.356160
5,1.2,-6214.857134
6,0.4,-5609.483532
7,4.2,-4536.991698
8,1.8,-2112.164147